Record 1
# C4H9FN2O

An isolated molecule of C4H9FN2O (the ωB97M-V functional and the def2-TZVPD basis, the OMol25 dataset).

Calculated values
Net charge   0
Highest occupied orbital energy   -9.57 eV
Energy   -12033.472 eV
Energy relative to the best compared isomer or geometry (same formula, charge and spin)   113.21 kcal per mole
Kohn-Sham gap   10.35 eV

```
17
Properties=species:S:1:pos:R:3:lowdin_charge:R:1
C 2.307 0.315 0.670 -0.0685
C -0.481 0.293 -0.987 -0.2063
C -1.531 -0.604 -1.717 -0.1440
C -0.937 -0.289 1.232 -0.2586
H 2.405 -0.400 1.565 0.0743
H 2.661 1.377 0.997 0.1149
H 2.763 -0.544 -0.200 0.1567
H 0.312 0.167 -1.766 0.1330
H -0.780 1.334 -0.851 0.1362
H -1.795 0.137 -2.576 0.1427
H -1.133 -1.562 -2.089 0.1193
H -1.848 -0.811 1.130 0.0955
H 0.184 0.894 2.221 0.1217
N 0.048 -0.306 0.203 -0.1113
N -0.623 0.070 2.431 0.0799
O 0.909 0.777 0.426 -0.2904
F -2.460 -0.846 -0.688 -0.0952
```



Record 2
# C20H23CdIN8O5

A structure of composition C20H23CdIN8O5 (the ωB97M-V functional and the def2-TZVPD basis, the OMol25 dataset).

Calculated values
Net charge   -2
Highest occupied orbital energy (alpha / beta)   -0.04 / -0.07 eV
Energy   -55939.664 eV
Energy relative to the best compared isomer or geometry (same formula, charge and spin)   0.00 kcal per mole
Kohn-Sham gap (alpha / beta)   3.90 / 3.95 eV

```
58
Properties=species:S:1:pos:R:3:lowdin_charge:R:1
Cd 0.090 -0.345 -0.137 1.3916
O 0.620 0.725 2.515 -0.1080
C 0.690 2.136 2.439 -0.2522
C 0.966 2.680 1.047 -0.1856
N -0.025 2.307 0.043 -0.1983
C -1.362 2.773 0.401 -0.1211
C -2.190 1.801 1.255 -0.6867
O -3.163 2.275 1.851 -0.0223
O -1.807 0.589 1.217 -0.1576
C 0.378 2.817 -1.264 -0.1393
C 1.627 2.134 -1.817 -0.6965
O 2.427 2.818 -2.466 -0.0279
O 1.672 0.878 -1.608 -0.1715
H -0.288 0.468 2.258 0.0228
H 1.525 2.450 3.070 0.1112
H -0.219 2.590 2.850 0.1149
H 1.942 2.325 0.711 0.1214
H 1.021 3.780 1.137 0.1225
H -1.941 2.936 -0.509 0.1235
H -1.324 3.733 0.930 0.1198
H 0.551 3.901 -1.247 0.1200
H -0.430 2.607 -1.970 0.1003
N 3.704 -0.406 -0.265 0.1391
C 3.256 -1.617 0.157 -0.4801
N 4.205 -2.559 0.342 0.1199
C 3.713 -3.739 0.731 -0.5173
N 4.654 -4.761 0.852 0.0890
N 2.466 -4.048 0.990 0.1300
C 1.572 -3.021 0.840 -0.3071
N 1.952 -1.779 0.383 0.0782
C 0.217 -3.252 1.196 -0.2548
C -0.247 -4.546 1.568 -0.0589
C -1.565 -4.728 1.876 -0.1298
C -2.452 -3.630 1.844 -0.1142
C -1.929 -2.396 1.496 -0.1814
N -0.652 -2.195 1.183 0.0005
H 4.642 -0.445 -0.628 0.0802
H 3.048 0.161 -0.821 0.0361
H 5.577 -4.409 1.047 0.0630
H 4.342 -5.486 1.478 0.0672
H 0.464 -5.359 1.576 0.0818
H -1.931 -5.714 2.143 0.0819
H -3.500 -3.733 2.088 0.0742
H -2.551 -1.506 1.467 0.0853
I -6.137 0.750 -2.128 0.7623
C -4.145 0.774 -2.776 -0.7613
C -3.754 1.729 -3.742 -0.2180
C -2.369 1.707 -4.062 -0.1261
C -1.523 0.798 -3.510 -0.1240
N -1.966 -0.162 -2.621 -0.1790
C -3.288 -0.122 -2.221 -0.1823
H -4.440 2.450 -4.157 0.0534
H -1.957 2.437 -4.749 0.0921
H -0.460 0.776 -3.711 0.1109
H -3.566 -0.821 -1.447 0.0975
C -1.009 -1.080 -1.992 -0.2160
H -1.524 -2.000 -1.711 0.0124
H -0.239 -1.315 -2.729 0.0144
```



Record 3
# C24H40N4O4S

An isolated molecule of C24H40N4O4S (the ωB97M-V functional and the def2-TZVPD basis, the OMol25 dataset).

Calculated values
Net charge   0
Highest occupied orbital energy   -8.31 eV
Energy   -50523.073 eV
Energy relative to the best compared isomer or geometry (same formula, charge and spin)   6.32 kcal per mole
Kohn-Sham gap   8.88 eV

```
73
Properties=species:S:1:pos:R:3:lowdin_charge:R:1
C -1.728 -2.728 -1.131 -0.1042
C -2.596 -1.614 -0.553 -0.2585
C -1.821 -0.673 0.369 -0.1872
C -1.336 -1.366 1.644 -0.1911
N -0.914 -0.390 2.635 -0.1867
C 0.392 0.190 2.376 -0.1937
C 0.352 1.704 2.609 -0.1548
H -0.045 1.909 3.604 0.1108
H -0.332 2.143 1.881 0.1161
C 1.723 2.358 2.485 -0.1758
N 2.312 2.075 1.195 0.0710
C 3.641 1.986 1.007 -0.4784
O 4.458 2.220 1.875 0.0675
C 4.039 1.508 -0.395 -0.2035
C 3.644 0.024 -0.493 -0.1233
C 3.722 -0.485 -1.928 -0.1821
N 2.914 0.346 -2.804 -0.2266
S 1.279 0.199 -2.510 0.6474
O 1.006 -1.203 -2.412 -0.2623
O 0.799 1.023 -1.433 -0.2828
N 0.726 0.874 -3.926 -0.2274
C -0.602 1.464 -3.883 -0.1519
C -1.677 0.390 -4.063 -0.1764
H -1.647 -0.293 -3.202 0.1136
H -2.668 0.839 -4.146 0.1334
O -1.469 -0.330 -5.258 -0.1201
C -0.216 -0.981 -5.247 -0.1823
C 0.926 0.028 -5.090 -0.1582
H 1.878 -0.483 -4.955 0.1197
H 0.975 0.680 -5.968 0.1343
H -0.139 -1.507 -6.200 0.1309
H -0.173 -1.701 -4.418 0.1151
H -0.665 2.200 -4.690 0.1350
H -0.706 1.959 -2.918 0.1168
C 3.405 1.709 -2.856 -0.1806
C 3.410 2.389 -1.485 -0.1272
H 2.379 2.629 -1.233 0.0910
H 3.965 3.326 -1.550 0.1280
H 4.415 1.667 -3.274 0.1310
H 2.758 2.254 -3.546 0.1177
H 4.748 -0.467 -2.305 0.1336
H 3.329 -1.500 -1.998 0.1167
H 2.617 -0.116 -0.153 0.0939
H 4.299 -0.563 0.153 0.1325
H 5.130 1.578 -0.467 0.1508
H 1.674 1.843 0.446 0.0979
H 2.413 1.984 3.249 0.1236
H 1.630 3.443 2.622 0.1234
H 1.172 -0.262 3.011 0.1323
H 0.659 -0.003 1.336 0.0978
C -1.056 -0.872 3.997 -0.1576
C -2.505 -1.044 4.366 -0.2267
C -2.940 -2.150 5.083 -0.0475
C -4.274 -2.285 5.427 -0.0894
C -5.189 -1.318 5.051 -0.0984
C -4.763 -0.213 4.332 -0.0827
C -3.430 -0.076 3.995 -0.0399
H -3.087 0.778 3.430 0.1102
H -5.475 0.545 4.036 0.1004
H -6.231 -1.425 5.316 0.0982
H -4.600 -3.151 5.986 0.0999
H -2.230 -2.912 5.375 0.1083
H -0.512 -1.821 4.161 0.1277
H -0.617 -0.122 4.663 0.1281
H -0.532 -2.082 1.411 0.1273
H -2.174 -1.925 2.072 0.1236
H -0.978 -0.248 -0.179 0.0818
H -2.474 0.149 0.671 0.1137
H -3.433 -2.052 -0.002 0.1060
H -3.016 -1.026 -1.373 0.0908
H -1.434 -3.430 -0.355 0.0679
H -0.826 -2.317 -1.580 0.0404
H -2.277 -3.279 -1.893 0.0710
```



Record 4
# C62H51IKN5O3S2

A structure of composition C62H51IKN5O3S2 (the ωB97M-V functional and the def2-TZVPD basis, the OMol25 dataset).

Calculated values
Net charge   0
Highest occupied orbital energy   -5.98 eV
Energy   -124810.414 eV
Energy relative to the best compared isomer or geometry (same formula, charge and spin)   10.28 kcal per mole
Kohn-Sham gap   5.95 eV

```
125
Properties=species:S:1:pos:R:3:lowdin_charge:R:1
K 1.647 -0.442 -0.759 0.5068
N -2.074 -2.354 -3.482 0.1312
C -1.345 -1.702 -2.549 -0.1671
N -0.252 -1.063 -2.776 0.1044
C 0.241 -1.026 -4.079 -0.3009
N 1.246 -0.289 -4.402 0.0832
N 1.807 0.372 -3.331 -0.0159
C 2.261 1.522 -3.614 -0.0949
C 2.867 2.376 -2.590 -0.2803
C 3.660 3.448 -2.982 -0.0170
C 4.244 4.240 -2.006 -0.0517
C 4.009 3.941 -0.677 -0.0373
C 3.195 2.856 -0.380 -0.1368
N 2.636 2.086 -1.304 0.0583
C -0.425 -1.819 -5.119 -0.0881
C 0.071 -1.933 -6.417 -0.0147
C -0.600 -2.691 -7.356 -0.0763
C -1.781 -3.346 -7.010 -0.0772
C -2.287 -3.246 -5.730 -0.0200
C -1.606 -2.483 -4.786 -0.1833
H -2.878 -2.881 -3.185 0.1542
H -1.755 -1.697 -1.546 0.1088
H 2.188 1.924 -4.627 0.1247
H 3.814 3.649 -4.035 0.1125
H 4.872 5.078 -2.281 0.1080
H 4.434 4.531 0.122 0.1094
H 2.983 2.596 0.652 0.1165
H 0.988 -1.416 -6.660 0.1126
H -0.210 -2.779 -8.361 0.1040
H -2.304 -3.941 -7.747 0.1058
H -3.203 -3.755 -5.452 0.1124
I 2.227 -3.263 1.299 1.0498
C 4.032 -2.564 2.149 -0.6083
C 4.431 -3.148 3.318 -0.1838
C 5.647 -2.745 3.906 -0.1038
C 6.413 -1.797 3.290 -0.0543
C 6.002 -1.195 2.074 -0.1870
C 6.816 -0.232 1.433 -0.0749
C 6.398 0.329 0.261 -0.1077
C 5.144 -0.023 -0.294 -0.1884
C 4.274 -0.946 0.260 -0.1765
C 4.755 -1.554 1.465 -0.2960
H 3.831 -3.918 3.784 0.0765
H 5.967 -3.202 4.834 0.0958
H 7.360 -1.490 3.722 0.1051
H 7.765 0.035 1.884 0.0991
H 7.023 1.058 -0.245 0.0909
H 4.867 0.486 -1.218 0.0607
C -4.246 -3.619 5.287 -0.0492
C -3.419 -2.854 4.290 -0.2662
C -4.020 -2.011 3.360 -0.0315
C -3.262 -1.322 2.425 -0.0702
C -1.889 -1.479 2.425 -0.3689
C -1.260 -2.321 3.335 -0.0760
C -2.031 -2.997 4.265 -0.0286
S -0.916 -0.642 1.175 0.9535
O -1.902 -0.047 0.231 -0.4868
C -0.121 0.634 2.162 -0.3015
C 1.138 0.237 2.662 -0.0868
C 1.906 1.114 3.366 0.0037
C 1.456 2.431 3.597 -0.1470
C 2.241 3.366 4.316 -0.0268
C 1.797 4.641 4.509 -0.0704
C 0.551 5.050 3.987 -0.0597
C -0.226 4.178 3.284 -0.0049
C 0.201 2.841 3.072 -0.0988
C -0.591 1.916 2.332 -0.1591
C -1.866 2.389 1.710 -0.1637
C -3.093 2.274 2.420 -0.1047
C -3.158 1.716 3.720 -0.0151
C -4.357 1.594 4.363 -0.0745
C -5.548 2.019 3.740 -0.0764
C -5.513 2.569 2.489 -0.0316
C -4.287 2.718 1.798 -0.1491
C -4.226 3.304 0.509 -0.0080
C -3.035 3.437 -0.139 -0.0360
C -1.852 2.966 0.465 -0.2829
S -0.226 3.061 -0.301 0.9999
O 0.343 4.407 -0.034 -0.4641
C -0.681 2.991 -2.023 -0.3802
C -1.349 1.867 -2.498 -0.0717
C -1.524 1.715 -3.861 -0.0407
C -1.018 2.654 -4.760 -0.2723
C -1.146 2.419 -6.240 -0.0426
C -0.362 3.773 -4.257 -0.0390
C -0.188 3.947 -2.888 -0.0653
H -5.213 -3.141 5.445 0.0757
H -3.737 -3.692 6.248 0.0793
H -4.432 -4.636 4.936 0.0848
H -5.096 -1.883 3.373 0.1157
H -3.719 -0.662 1.697 0.1129
H -0.184 -2.454 3.308 0.0757
H -1.548 -3.652 4.980 0.1181
H 1.508 -0.761 2.455 0.0321
H 2.881 0.811 3.730 0.1278
H 3.199 3.047 4.706 0.1156
H 2.403 5.349 5.059 0.1042
H 0.219 6.069 4.138 0.1064
H -1.169 4.501 2.864 0.1231
H -2.245 1.380 4.196 0.1254
H -4.396 1.164 5.356 0.1063
H -6.491 1.914 4.260 0.1025
H -6.424 2.906 2.009 0.1120
H -5.143 3.652 0.050 0.1158
H -2.984 3.890 -1.121 0.1185
H -1.708 1.119 -1.799 0.0898
H -2.039 0.840 -4.243 0.1144
H -2.172 2.168 -6.512 0.0810
H -0.513 1.581 -6.544 0.0758
H -0.845 3.296 -6.811 0.0747
H 0.031 4.514 -4.944 0.1128
H 0.342 4.801 -2.483 0.1117
C -1.818 -5.619 0.119 -0.1404
C -0.861 -6.303 -0.882 -0.1422
C 0.071 -5.167 -1.326 -0.1975
O -0.644 -3.964 -1.061 -0.1892
C -1.294 -4.183 0.184 -0.2244
H -1.812 -6.093 1.100 0.1090
H -2.844 -5.636 -0.250 0.1051
H -1.410 -6.710 -1.730 0.1034
H -0.300 -7.119 -0.428 0.1082
H 0.318 -5.183 -2.386 0.1242
H 1.003 -5.173 -0.750 0.0672
H -2.072 -3.429 0.306 0.1129
H -0.577 -4.070 1.007 0.0567
```



Record 5
# C4H8CuO3

A structure of composition C4H8CuO3 (the ωB97M-V functional and the def2-TZVPD basis, the OMol25 dataset).

Calculated values
Net charge   0
Highest occupied orbital energy (alpha / beta)   -7.43 / -7.42 eV
Energy   -55055.366 eV
Energy relative to the best compared isomer or geometry (same formula, charge and spin)   22.94 kcal per mole
Kohn-Sham gap (alpha / beta)   6.82 / 5.87 eV
Multiplicity   2

```
16
Properties=species:S:1:pos:R:3:lowdin_charge:R:1
O -0.785 0.812 0.414 -0.0997
O -1.335 -0.483 2.152 0.1514
C -1.567 0.385 1.382 -0.2337
O 1.411 -2.401 -0.322 -0.4345
C 1.302 -3.642 0.247 -0.3597
C -1.202 1.977 -0.374 -0.1992
C 0.024 2.779 -0.729 -0.0614
H 0.250 -3.916 0.504 0.0569
H 1.669 -4.459 -0.416 0.0583
H 1.875 -3.745 1.197 0.0570
H -1.703 1.579 -1.265 0.1306
H -1.918 2.546 0.230 0.1258
H 0.748 2.159 -1.279 0.0724
H -0.280 3.608 -1.383 0.0945
H 0.501 3.197 0.167 0.0938
Cu 1.009 -0.396 -0.526 0.5473
```



Record 6
# C18H25N2Pt

A structure of composition C18H25N2Pt (the ωB97M-V functional and the def2-TZVPD basis, the OMol25 dataset).

Calculated values
Net charge   +1
Highest occupied orbital energy (alpha / beta)   -9.32 / -11.61 eV
Energy   -25285.643 eV
Energy relative to the best compared isomer or geometry (same formula, charge and spin)   20.89 kcal per mole
Kohn-Sham gap (alpha / beta)   7.20 / 6.53 eV
Multiplicity   5

```
46
Properties=species:S:1:pos:R:3:lowdin_charge:R:1
C -0.761 1.213 -3.047 -0.3775
C -0.177 2.524 -2.679 -0.0820
C 0.066 0.110 -3.565 -0.0954
C -2.188 0.967 -2.777 -0.0900
H -0.248 -0.066 -4.615 0.0973
H 0.034 -0.860 -3.027 0.0491
H 1.174 0.355 -3.525 0.0765
H -0.281 3.185 -3.544 0.0896
H 0.877 2.499 -2.362 0.0581
H -0.651 2.989 -1.795 0.0663
H -2.765 1.398 -3.605 0.0915
H -2.575 1.435 -1.827 0.0739
H -2.470 -0.086 -2.617 0.0636
C 2.206 -0.578 1.282 -0.1186
C 2.402 -0.864 -0.087 -0.0887
C 2.008 0.270 -0.868 -0.1044
H 2.897 -1.763 -0.468 0.1274
C 1.622 1.320 0.036 -0.2062
C 1.651 0.754 1.425 -0.2793
H 1.507 1.303 2.333 0.0989
H 2.505 -1.191 2.125 0.1222
H 2.272 0.470 -1.902 0.0972
H 1.541 2.396 -0.203 0.1031
C -1.520 -1.280 1.387 -0.2391
C -0.468 -2.268 1.368 -0.1187
C -0.122 -2.558 0.022 -0.0997
H -0.095 -2.761 2.257 0.1202
C -0.944 -1.781 -0.853 -0.1227
C -1.871 -1.033 -0.034 -0.2212
H -2.807 -0.576 -0.387 0.1025
H -2.085 -0.958 2.248 0.1080
H 0.578 -3.347 -0.278 0.1275
H -1.129 -1.969 -1.911 0.1068
Pt -0.067 0.030 0.603 1.2521
C -1.440 5.033 2.358 0.0091
N -1.630 3.686 1.815 -0.1163
C -2.821 2.985 1.771 -0.0246
C -2.564 1.813 1.114 -0.1013
N -1.203 1.798 0.791 -0.0925
C -0.662 2.960 1.234 -0.1241
H -2.076 5.747 1.820 0.1036
H -1.709 5.058 3.419 0.1021
H -0.394 5.326 2.229 0.0974
H -3.753 3.376 2.080 0.1207
H -3.232 0.957 0.951 0.1079
H 0.390 3.245 1.220 0.1300
```